1.
Molecular formula: C23H44AsN6O5PS4Y
Method: DFT, wB97M-V/def2-TZVPD

charge: -1
LUMO: 0.0754 hartree
E_HOMO: -0.154 hartree
2S+1: 1
E_tot: -5816.1763 Eh

Last column: Mulliken charge in e.
Element x y z (Å)
Y: -0.263164 0.023671 -0.448783  0.008
As: 0.499853 -2.871918 -1.994416  0.459
S: 0.106333 -4.777867 -1.222267  -0.540
S: 1.695046 -1.722527 -0.491619  -0.528
S: 1.429638 -2.625827 -3.885803  -0.583
S: -1.417329 -1.716162 -2.078094  -0.485
P: 2.297534 -0.062999 2.602714  1.147
O: -2.566106 1.667785 2.953336  -0.798
O: -4.689248 -2.227559 0.483944  -0.495
O: -1.180606 1.342767 1.212661  -0.223
O: -3.544598 -0.362321 0.005060  -0.438
O: -1.380611 -1.299057 1.431955  0.535
N: 2.920652 0.315875 -3.429959  -0.477
N: 2.528841 2.011578 -1.912605  0.196
N: -2.049619 1.777253 -1.388073  -0.282
N: 0.754652 0.667838 -2.596566  -0.161
N: 2.349363 3.996906 -0.731300  0.290
N: 0.982255 2.136434 -0.207816  1.762
C: 4.033614 2.021474 1.949556  -1.488
C: -3.580030 -1.473526 0.467425  0.280
C: 3.194814 0.894294 5.226618  -1.746
C: -1.676909 -0.501829 2.589978  -0.036
C: -1.863586 0.974523 2.233270  0.092
C: 1.236928 -2.583922 3.151489  -1.345
C: -1.769266 2.533174 -2.542124  0.569
C: 1.983301 0.577608 4.347659  0.425
C: 1.832382 4.712138 0.420887  -0.938
C: -1.360209 3.855996 -2.442468  -0.279
C: -1.510851 2.651710 -4.933347  -0.598
C: 1.050977 1.794538 4.284902  -1.252
C: -2.405329 -2.202451 1.073230  -0.762
C: -1.010590 4.569102 -3.584873  -0.542
C: 4.600127 -0.237522 1.044782  -1.505
C: -1.084230 3.975775 -4.833762  -0.639
C: -1.845306 1.934719 -3.801705  -0.506
C: 1.872718 2.711419 -0.920209  -1.129
C: 2.003232 0.946266 -2.643176  -0.048
C: 2.569269 -1.893186 2.871847  0.527
C: 4.038528 0.519979 2.250033  0.571
C: 2.531030 4.857684 -1.898214  -1.079
C: 3.624678 -2.307427 3.893734  -1.955
H: 4.580036 -1.805449 3.729887  0.364
H: 0.782710 5.005801 0.292893  0.275
H: -0.694767 5.602756 -3.498223  0.443
H: 5.050953 2.377131 1.761061  0.540
H: -2.735030 -2.799124 1.926337  0.425
H: -2.001472 -2.869017 0.304852  0.331
H: 3.913071 -0.175081 0.197528  0.016
H: 3.326702 5.575684 -1.698730  0.349
H: 0.504895 2.737802 0.454073  -0.066
H: 3.798783 -3.384760 3.825747  0.471
H: 1.392513 -3.663589 3.220591  0.499
H: 0.720929 2.080072 5.287919  0.435
H: 0.565218 -0.144047 -3.191322  0.230
H: 5.565190 0.184036 0.744523  0.500
H: 2.594830 -0.624200 -3.709979  -0.012
H: -5.373136 -1.754231 -0.005096  0.401
H: 3.621124 2.605756 2.771884  0.236
H: 4.676515 0.339666 3.118574  0.595
H: -1.314167 4.326809 -1.465462  0.349
H: 2.860384 1.160858 6.233859  0.452
H: 0.166329 1.602756 3.678982  0.128
H: 2.875499 -2.227536 1.877988  0.328
H: 4.750359 -1.294541 1.263403  0.315
H: -2.812459 1.118645 -1.490889  0.289
H: 1.922210 4.100981 1.317664  0.152
H: 3.435506 2.218723 1.058825  0.138
H: -1.560962 2.169102 -5.900999  0.403
H: 0.789498 -2.252997 4.095257  0.242
H: -2.117703 0.886751 -3.868825  0.340
H: 3.750931 1.748050 4.835397  0.270
H: -2.172499 2.331005 -0.549819  0.250
H: 3.461162 2.304978 -2.142668  0.362
H: 3.291028 -2.096624 4.911981  0.302
H: 1.565001 2.655810 3.850422  0.218
H: 0.537901 -2.406990 2.335827  -0.086
H: 3.851817 0.273998 -3.039998  0.238
H: -2.546587 -0.891806 3.116754  0.483
H: 2.791902 4.272324 -2.773912  0.393
H: -0.804307 -0.565893 3.245764  -0.282
H: 3.883473 0.056763 5.310434  0.333
H: 1.427431 -0.241185 4.817711  0.306
H: 2.425750 5.615296 0.557441  0.383
H: 1.610186 5.404993 -2.128274  0.275
H: -0.813824 4.533219 -5.721287  0.384

Cartesian forces (eV/Å) of the 3 atoms listed first:
Y -0.1 0.5 0.2
As -0.1 0.2 0.2
S 0.0 -0.1 0.0

***

2.
Molecular formula: C4H9NO2
Method: DFT, wB97M-V/def2-TZVPD

LUMO: 0.0164 hartree
E_HOMO: -0.318 hartree
2S+1: 1
E_tot: -362.9841 Eh

Last column: Mulliken charge in e.
Element x y z (Å)
O: -0.263116 -0.662882 -1.990925  -0.805
O: 0.844079 -1.102953 -0.013137  -0.784
N: 2.064353 1.304315 0.319303  -0.304
C: 0.809402 1.705812 0.554962  -0.066
C: -0.297593 -0.464097 0.184486  1.396
C: -0.307962 0.918914 0.519038  -0.925
C: -1.530395 -1.277590 0.463466  -1.333
H: -1.437269 -2.270811 0.030315  0.331
H: -1.646151 -1.377463 1.545879  0.376
H: -0.908464 -1.252463 -2.398987  0.247
H: -1.255383 1.376032 0.762185  0.296
H: 0.619457 -1.154609 -1.208166  0.447
H: 2.210053 0.319572 0.128019  0.261
H: 2.824989 1.957670 0.288035  0.190
H: -2.419137 -0.786555 0.065193  0.343
H: 0.693137 2.767108 0.750332  0.330

Cartesian forces (eV/Å) of the 3 atoms listed first:
O 0.9 -0.4 0.4
O -0.6 0.7 0.6
N -0.3 0.0 0.1

***

3.
Molecular formula: C11H37BBrN13O9P3S2
Method: DFT, wB97M-V/def2-TZVPD

charge: -1
LUMO: 0.0756 hartree
E_HOMO: -0.125 hartree
2S+1: 1
E_tot: -6249.6372 Eh

Last column: Mulliken charge in e.
Element x y z (Å)
Br: -0.966098 4.758165 1.064715  -0.219
S: 0.463347 -0.436675 0.318494  -0.183
S: -2.761371 2.586938 -3.981620  -0.245
P: -2.418416 0.866370 -0.210952  0.246
P: -4.606196 0.527165 -0.293137  0.806
P: -2.554893 1.249414 1.893524  0.333
O: -3.470540 0.056149 7.398769  -0.711
O: -4.096414 1.487959 2.567333  -0.694
O: 1.190203 -5.592981 -6.521213  -0.665
O: -1.301007 0.710554 2.905491  -0.439
O: 4.391621 0.248951 4.167531  -0.609
O: -0.469762 -2.797701 -3.402044  -0.717
O: -2.351404 -1.695585 1.440118  -0.723
O: 4.111121 3.632856 -0.327701  -0.623
O: -0.829724 4.043307 -1.699671  -0.532
N: -2.207260 -2.247889 -4.726842  -0.356
N: 6.105835 0.571317 5.593719  -0.424
N: 3.156749 -5.477730 -5.427652  -0.413
N: -1.172939 -4.245188 -4.978997  -0.350
N: -5.149071 -0.680433 6.088707  -0.353
N: -5.144529 -0.324027 -1.520085  -0.980
N: -3.558376 0.686103 5.237310  -0.139
N: 4.116392 3.379073 -2.566456  -0.382
N: -2.110720 0.486029 -1.895952  -0.394
N: -2.136270 -2.002634 -1.070797  -0.336
N: 3.998239 1.124272 6.205998  -0.380
N: 6.055456 3.264426 -1.404781  -0.407
N: 2.341155 -3.656253 -6.495189  -0.378
C: -2.210071 1.394176 -2.846904  0.226
C: 2.272075 0.177841 0.342549  -0.113
C: -1.234501 -3.078914 -4.311224  0.707
C: 4.805417 0.624221 5.253100  0.615
C: 2.166963 -4.950007 -6.170443  0.722
C: -0.512839 1.166777 -0.057844  -1.356
C: 2.647593 0.417955 1.940538  -0.677
C: -4.024021 0.022712 6.311086  0.555
C: -1.554421 3.740251 -0.603914  0.142
C: 4.722020 3.437896 -1.366598  0.675
C: -2.816300 2.733383 -0.491254  -1.103
B: -2.264857 -1.027876 0.127154  0.866
H: 6.576008 3.102760 -2.250301  0.148
H: -1.609951 -2.396140 1.506006  0.303
H: -0.021731 1.507129 -1.092528  0.535
H: -4.141742 2.408256 2.956486  0.322
H: 2.303398 1.187204 -0.264089  -0.002
H: -5.619237 -0.720131 5.200235  0.189
H: -4.338104 -0.576024 -2.108048  0.307
H: 3.968764 -4.964333 -5.129182  0.156
H: 1.830256 -0.173980 2.570380  0.207
H: -3.712418 2.934825 -1.254971  0.410
H: -0.454708 -4.899591 -4.697427  0.176
H: -4.939215 -0.275590 0.896543  0.011
H: -0.212284 1.851677 0.844875  0.167
H: 3.748785 0.114912 2.208362  0.328
H: -5.533033 -1.194426 6.870968  0.197
H: 3.112724 3.504702 -2.582244  0.232
H: 3.011478 1.181458 5.990173  0.225
H: -3.349308 3.061830 0.534183  0.494
H: 2.470214 1.563313 2.182718  0.183
H: -5.258441 1.838594 -0.185689  0.042
H: 2.948639 -0.625282 -0.181655  0.342
H: 3.064772 -6.449375 -5.161521  0.216
H: -1.177838 -1.976015 -1.476710  0.210
H: 6.747564 0.201385 4.904723  0.219
H: 6.465594 0.875592 6.482549  0.152
H: 3.138557 -3.110312 -6.215701  0.162
H: -2.237898 -2.992864 -0.693414  0.157
H: 4.320353 1.438330 7.105790  0.158
H: -2.288137 -1.358978 -4.250560  0.198
H: 6.550042 3.301315 -0.522980  0.223
H: -1.793749 -4.494752 -5.730225  0.119
H: -0.853099 1.518195 3.323209  0.299
H: 1.618939 -3.220440 -7.053776  0.215
H: -4.000092 0.670726 4.333607  0.291
H: 4.602339 3.219547 -3.432734  0.146
H: -2.713157 1.227869 5.361706  0.120
H: -2.846472 -2.461751 -5.473626  0.150

Cartesian forces (eV/Å) of the 3 atoms listed first:
Br -0.6 -0.8 -1.0
S 0.7 1.0 -0.8
S 1.8 -3.4 2.5